(i)
ORCA calculation (ωB97M-V with the def2-TZVPD basis set) on a structure of composition C18H30BeCl2N7O3.

Geometry (Å):
O 1.92596 2.11224 -2.35939
C 1.74063 2.08636 -3.57621
C 2.44842 2.89950 -4.64252
C 3.07957 4.12681 -4.33440
H 3.20539 4.43571 -3.29434
C 3.55623 4.96304 -5.35317
H 4.01079 5.92193 -5.10957
C 3.45424 4.59291 -6.70179
H 3.77541 5.25920 -7.50520
C 2.92228 3.33904 -7.00899
H 2.86827 3.02512 -8.05227
C 2.45062 2.49616 -5.99265
H 2.06403 1.50693 -6.25178
H 1.01898 1.34297 -3.96852
C -2.23531 1.31316 -2.75679
C -1.91496 0.62972 -1.44978
H -3.25851 1.09027 -3.06198
H -1.57035 1.00492 -3.57486
H -2.15758 2.39553 -2.63357
C -2.56080 -0.44276 -0.95220
C -3.80792 -1.03075 -1.53298
H -2.16058 -0.96509 -0.08898
H -4.13500 -0.55678 -2.46673
H -4.67942 -0.99460 -0.86094
H -3.64446 -2.09578 -1.74881
Be 2.27104 -0.83103 -1.60382
Cl -0.60527 1.29766 -0.57564
Cl 1.71390 -0.92229 -3.45111
C -1.55481 -0.12098 2.69297
O -0.88774 -1.11785 2.37165
N -2.16407 0.00233 3.88880
C -2.18205 -1.09549 4.83446
C -3.02599 1.11807 4.22925
H -1.69945 0.74795 2.02880
H -1.40736 -1.83473 4.60583
H -3.17721 -1.57058 4.85917
H -2.01964 -0.68610 5.83958
H -2.86134 1.95564 3.54060
H -2.82285 1.42585 5.26415
H -4.08524 0.81712 4.22312
H 0.28756 -4.73062 1.34364
H 1.66401 -6.16782 0.27278
C 0.29556 -3.92174 0.60785
C 1.71722 -5.57370 -0.64508
N 1.41084 -4.18575 -0.31663
H 0.41296 -2.94938 1.08950
C 2.04577 -3.20024 -0.91467
O 1.81108 -1.98991 -0.61319
H 2.71721 -5.62294 -1.09256
H 2.81860 -3.45456 -1.67291
H -0.65778 -3.94161 0.06406
H 0.99332 -5.98414 -1.36171
N 2.74480 1.05801 2.68787
N 3.14579 0.78821 1.39349
N 4.28002 1.35192 0.84999
C 4.17175 0.92615 -0.42242
N 3.00230 0.27605 -0.64216
N 2.32062 0.25818 0.54275
H 1.95690 0.45026 2.90667
H 3.54421 1.04112 3.34984
H 4.90900 1.08685 -1.19898

Computed properties:
LUMO level (spin up / spin down)	0.0839 / 0.0839	Eh
HOMO (spin up / spin down)	0.433 / 0.426	eV
charge	-1
spin multiplicity	1

Löwdin atomic charge list, values in e, 4 entries:
1. O -0.0902
2. C -0.3164
3. C -0.1824
4. C -0.0421


(ii)
ORCA calculation (ωB97M-V with the def2-TZVPD basis set) on a structure of composition C18H30BeCl2N7O3.

Geometry (Å):
O 0.73121 0.05914 -1.32092
C 0.05116 0.73098 -2.15913
C 0.68129 1.75696 -2.97638
C 1.70940 2.55770 -2.44033
H 2.00493 2.39633 -1.40318
C 2.32243 3.51354 -3.24047
H 3.10266 4.14291 -2.80682
C 1.93667 3.66620 -4.57824
H 2.42706 4.41752 -5.20032
C 0.93227 2.85610 -5.11933
H 0.61973 2.98134 -6.15866
C 0.32185 1.88423 -4.33155
H -0.42932 1.20348 -4.74169
H -0.88485 0.26157 -2.50607
C -2.69313 2.28661 -2.95202
C -2.06923 2.05844 -1.59469
H -3.76395 2.52319 -2.84616
H -2.61340 1.37508 -3.55963
H -2.20102 3.10447 -3.48695
C -2.49088 1.11253 -0.71577
C -3.48538 0.04633 -1.03985
H -2.05451 1.08150 0.27636
H -3.31997 -0.41549 -2.02652
H -4.52233 0.41857 -1.02580
H -3.42149 -0.74794 -0.28353
Be 2.00290 -0.79864 -1.08432
Cl -1.16247 3.38977 -0.98575
Cl 3.20558 -1.15105 -2.66135
C -1.25516 0.57694 3.57928
O -0.09391 0.14141 3.67655
N -2.32389 -0.09007 4.05750
C -2.10991 -1.30276 4.82919
C -3.63729 0.53739 4.11626
H -1.51726 1.53610 3.08875
H -1.39161 -1.94733 4.31418
H -3.07559 -1.80438 4.92193
H -1.72521 -1.07780 5.83436
H -3.75746 1.19657 3.24775
H -3.76796 1.13886 5.03058
H -4.40132 -0.24665 4.10378
H 0.20757 -4.75535 2.00366
H 1.74228 -6.11278 1.23313
C 0.32881 -3.89863 1.34022
C 1.75965 -5.64719 0.24364
N 1.37111 -4.24703 0.37974
H 0.61535 -3.00806 1.91060
C 1.83693 -3.29769 -0.41947
O 1.43334 -2.10576 -0.30155
H 2.76693 -5.69947 -0.18313
H 2.57928 -3.56853 -1.18771
H -0.62203 -3.69507 0.82840
H 1.06876 -6.19543 -0.41418
N 2.22182 1.52068 3.22497
N 2.71738 0.90476 2.12480
N 4.06163 0.86101 1.86813
C 4.05730 0.29579 0.65170
N 2.82110 0.03913 0.20215
N 1.95401 0.45978 1.15897
H 1.30182 1.13530 3.50532
H 2.95167 1.57031 3.92118
H 4.94465 0.07458 0.07840

Computed properties:
LUMO level (spin up / spin down)	0.0737 / 0.0737	Eh
HOMO (spin up / spin down)	0.333 / 0.350	eV
charge	-1
spin multiplicity	1

Löwdin atomic charge list, values in e, 4 entries:
1. O -0.1739
2. C -0.3284
3. C -0.2799
4. C -0.1056


So which one wins? Going from most stable to least: (ii), (i).